{"formula": "C36H64N4O18", "method": "wB97M-V/def2-TZVPD", "gap_ev": 9.99, "largest_force_ha_per_bohr": 0.1866, "homo_energy_ha": -0.356, "smiles": "C[C@H]1COC(=O)O1.C[C@H]1COC(=O)O1.COC(=O)OC.COC(=O)OC.COC(=O)OC.COC(=O)OC.CCCC#N.CCCC#N.CCCC#N.CCCC#N", "de_lowest_kcal_mol": 56.5, "e_lumo_ev": 0.31, "species": ["C", "C", "C", "O", "C", "O", "O", "H", "H", "H", "H", "H", "H", "C", "C", "C", "O", "C", "O", "O", "H", "H", "H", "H", "H", "H", "C", "O", "C", "O", "O", "C", "H", "H", "H", "H", "H", "H", "C", "O", "C", "O", "O", "C", "H", "H", "H", "H", "H", "H", "C", "O", "C", "O", "O", "C", "H", "H", "H", "H", "H", "H", "C", "O", "C", "O", "O", "C", "H", "H", "H", "H", "H", "H", "C", "C", "C", "C", "N", "H", "H", "H", "H", "H", "H", "H", "C", "C", "C", "C", "N", "H", "H", "H", "H", "H", "H", "H", "C", "C", "C", "C", "N", "H", "H", "H", "H", "H", "H", "H", "C", "C", "C", "C", "N", "H", "H", "H", "H", "H", "H", "H"], "xyz": [[8.6720, 7.1240, 13.9850], [9.1210, 5.9430, 13.2150], [9.0820, 6.2410, 11.6630], [10.4120, 6.4900, 11.3650], [11.2020, 5.9850, 12.3620], [12.4010, 5.9590, 12.2880], [10.4870, 5.6250, 13.4010], [8.8210, 7.0630, 15.1030], [7.6290, 7.3590, 13.8050], [9.1700, 8.0040, 13.5750], [8.4950, 5.1490, 13.6230], [8.4160, 7.0600, 11.3650], [8.8480, 5.2700, 11.2870], [9.1860, 9.1020, 17.4740], [8.0150, 10.0930, 17.2080], [8.5330, 11.5190, 17.1990], [8.4690, 11.7800, 15.8400], [7.7530, 10.9500, 15.1810], [7.4560, 11.0080, 13.9970], [7.4420, 9.9320, 15.9280], [8.9400, 8.0850, 17.2470], [9.5780, 9.0130, 18.4740], [10.0760, 9.3210, 16.8070], [7.2780, 9.8590, 17.9280], [9.5810, 11.6470, 17.3690], [7.9400, 12.1520, 17.8630], [12.6800, 8.5020, 9.7000], [13.6300, 9.3950, 10.4200], [13.3360, 10.6690, 10.4480], [12.0950, 11.3360, 10.0460], [14.3090, 11.4430, 10.9620], [14.1740, 12.8510, 10.8180], [12.8510, 7.4510, 10.1240], [12.9120, 8.4840, 8.5660], [11.6120, 8.7070, 9.7910], [13.9700, 13.2550, 9.7570], [15.0720, 13.4690, 11.0000], [13.4680, 13.1590, 11.6310], [8.8790, 12.3680, 9.5090], [8.2250, 11.5890, 8.6170], [6.8860, 11.6620, 8.5340], [5.9060, 12.3310, 9.3550], [6.4470, 11.1370, 7.3770], [5.0800, 10.7450, 7.1850], [8.8710, 13.4670, 9.4340], [9.8670, 12.0640, 9.9330], [8.2240, 12.3290, 10.3490], [4.3580, 11.6500, 7.3410], [4.8130, 10.0030, 7.8590], [5.0250, 10.4560, 6.1240], [5.7270, 9.1410, 11.3680], [6.1790, 7.9240, 11.8890], [5.3730, 6.8920, 12.1170], [3.9790, 7.0460, 11.9860], [5.9410, 5.8160, 12.5710], [5.2320, 4.5910, 12.2800], [4.9190, 9.5600, 11.8550], [5.3830, 9.0380, 10.3470], [6.5370, 9.7820, 11.4960], [4.3080, 4.5220, 12.9610], [5.6900, 3.6870, 12.6820], [5.0000, 4.4860, 11.2140], [9.6120, 8.9390, 7.9710], [9.3280, 7.4810, 7.9110], [8.1380, 7.0640, 8.2450], [7.2040, 7.9100, 8.8890], [7.9150, 5.7280, 8.2140], [6.6500, 5.1140, 8.6060], [10.7000, 9.1430, 7.8910], [9.3870, 9.2150, 8.9970], [9.1590, 9.5530, 7.1940], [6.4640, 5.3300, 9.6640], [6.5250, 4.0580, 8.2630], [5.8020, 5.5050, 8.2000], [10.9880, 15.7060, 10.7450], [11.6600, 16.4360, 9.5610], [11.2490, 15.9210, 8.1970], [9.7810, 15.7600, 7.8990], [8.6820, 15.5560, 7.6080], [10.9670, 14.6000, 10.6570], [10.0340, 16.1560, 10.8670], [11.5690, 15.8180, 11.6620], [12.7460, 16.4620, 9.6490], [11.3900, 17.5340, 9.5550], [11.7110, 14.9510, 8.0000], [11.3810, 16.7360, 7.5150], [11.2850, 12.2840, 14.8360], [10.7530, 11.8200, 13.4320], [10.9840, 10.2520, 13.2300], [10.1190, 9.7620, 12.1070], [9.4940, 9.3960, 11.2280], [11.0130, 11.6030, 15.5950], [10.8800, 13.3040, 15.1100], [12.3350, 12.2100, 14.9130], [11.1310, 12.5110, 12.6470], [9.6280, 11.8430, 13.4140], [10.8170, 9.6940, 14.0580], [11.9860, 10.0170, 12.8800], [6.4510, 15.3650, 10.6690], [7.0090, 15.6650, 12.0760], [7.9640, 14.5760, 12.5510], [8.5810, 14.9520, 13.8710], [9.0200, 15.2660, 14.9080], [6.9040, 14.5660, 10.1530], [6.4680, 16.1960, 10.0380], [5.4060, 15.1030, 10.7400], [6.2960, 15.8750, 12.7890], [7.6050, 16.4600, 11.9870], [8.7710, 14.4140, 11.8610], [7.3960, 13.6530, 12.8200], [15.4540, 8.5430, 12.4590], [14.3640, 8.5210, 13.4190], [14.4350, 9.6990, 14.3120], [13.3370, 9.6540, 15.3260], [12.4390, 9.6450, 16.0580], [16.2370, 7.9300, 12.6400], [15.7790, 9.4610, 12.0280], [14.9710, 8.0220, 11.7580], [14.3260, 7.6370, 14.0860], [13.4050, 8.5190, 12.8540], [14.4840, 10.8000, 13.9290], [15.3180, 9.6300, 14.8590]], "atomic_forces_ev_per_a": [[0.531, 1.676, 1.440], [-1.479, 0.747, -0.471], [-1.264, -1.102, 1.990], [1.694, 0.064, 0.182], [0.897, 1.108, -1.220], [-0.467, -0.120, 0.033], [0.182, -0.545, 0.963], [0.033, -0.062, -1.223], [-0.221, -0.387, -0.026], [0.217, 0.168, 0.415], [0.331, -0.705, -0.883], [0.293, -0.334, 0.034], [-0.687, -0.464, -1.243], [0.945, 0.266, -1.958], [2.346, -1.655, 1.402], [-0.251, -0.562, 0.759], [0.651, 3.805, -0.845], [-1.193, -0.977, -3.917], [0.480, 0.401, 1.487], [-0.813, -1.923, 0.918], [-0.647, -0.622, -0.365], [-0.197, 0.774, 0.618], [-0.960, 0.009, 0.711], [-1.058, 0.245, 0.724], [0.577, -0.273, 1.038], [-0.032, 0.482, -0.581], [0.608, -1.966, -1.149], [-1.430, 0.815, -0.795], [-6.292, 4.980, -1.788], [7.240, -4.547, 2.083], [0.277, -1.462, -1.047], [-0.921, 2.365, -0.279], [0.010, 1.693, -0.492], [0.022, 0.285, 1.977], [0.437, 0.673, 0.611], [-0.669, -1.333, 1.607], [0.428, -1.481, 0.533], [0.096, 0.121, -1.292], [0.537, 2.265, 4.514], [-2.247, -1.143, -3.017], [-6.050, 3.581, 2.400], [6.739, -4.125, -4.137], [1.648, -0.103, 1.231], [-0.884, 3.590, -1.045], [0.144, -0.277, -1.557], [-0.679, -0.578, -1.404], [-0.246, -0.118, 1.567], [1.447, -1.514, -0.187], [-0.374, -1.554, 1.089], [0.059, -0.143, 0.623], [-0.570, -0.331, -1.420], [0.361, -3.199, 1.122], [-8.735, 3.817, -1.107], [8.061, -1.351, 0.451], [1.040, -1.116, -0.496], [-2.397, -0.619, 1.883], [-1.764, 0.423, 1.643], [0.487, -0.207, -0.365], [1.423, 1.086, -0.252], [0.757, 0.783, -1.581], [1.358, 0.534, -0.377], [-0.034, 0.212, 0.469], [0.728, -0.056, 0.998], [0.026, -0.382, -1.161], [-6.016, 4.022, 5.455], [4.923, -4.758, -4.129], [0.724, 0.618, -1.110], [1.229, -0.270, 1.270], [-0.515, -1.053, -0.311], [-0.601, 0.395, -0.303], [-0.663, -0.575, 0.190], [0.565, -0.677, 0.031], [1.373, 0.660, 0.695], [-1.921, 2.116, -1.824], [1.614, -0.400, -0.170], [-0.794, 1.124, 0.669], [-1.657, -0.170, -0.116], [-0.087, -0.765, 0.870], [0.740, 0.344, 0.187], [-0.359, 0.546, -0.530], [-1.065, -0.115, 0.341], [-0.105, 0.500, 0.069], [0.049, -0.391, -0.211], [0.086, -1.081, 0.440], [0.146, 0.341, -0.552], [1.447, 0.020, -0.984], [-1.611, 1.083, -1.257], [-0.959, -0.753, 1.289], [0.256, 2.754, -4.274], [1.152, 0.764, 1.608], [-0.697, -0.330, -0.770], [-0.871, -0.770, 0.785], [0.672, -1.065, -0.421], [1.454, 0.540, -0.333], [-0.087, -1.006, 0.149], [1.018, 0.641, 0.121], [-0.748, -1.451, 2.753], [0.309, 0.121, 0.150], [-1.173, -0.303, 1.767], [0.361, -3.124, -2.147], [-0.809, -0.582, 2.418], [0.578, 0.588, 1.246], [-0.818, -0.663, -2.090], [0.756, -1.021, -0.386], [0.284, 1.547, -0.917], [-0.380, -0.309, 0.037], [-1.734, 0.288, 1.484], [2.139, 3.608, -0.225], [0.163, -0.383, -0.424], [0.609, 0.245, -0.732], [0.062, 0.854, -0.103], [-2.080, 0.374, 0.962], [-1.901, 2.690, 1.349], [-0.547, 0.366, 0.323], [1.136, -0.227, -0.684], [2.871, -1.555, 1.335], [-0.011, 0.901, 0.061], [-1.039, -1.845, -3.842], [0.187, 0.226, -0.634], [0.450, -0.060, 0.563], [-0.416, -2.071, -0.097], [1.756, -0.134, 1.127]], "mulliken_charge": [-0.0930, 0.4614, -0.0370, -0.2781, 0.4605, -0.5866, -0.3973, 0.2451, 0.2017, -0.7260, 0.3372, -0.3012, 0.4803, -1.2759, 0.3868, -0.5629, -0.2372, 0.6462, -0.4526, -0.3844, 0.3166, 0.4385, 0.2384, 0.3975, 0.3622, 0.2156, -0.0406, -0.3274, 0.6272, -0.4552, -0.2856, -0.5970, 0.2171, 0.3567, -0.3713, 0.2145, 0.3552, 0.2021, 0.2611, -0.3042, 0.7585, -0.6445, -0.3032, -0.5734, -0.2717, -0.0151, 0.2964, 0.2536, 0.2470, 0.2502, -0.8986, 0.2240, 0.3189, -0.7001, -0.0551, -0.8295, 0.6461, 0.2566, 0.0503, 0.3159, 0.3087, 0.3323, 0.1072, -0.3351, 0.5067, -0.3219, -0.3745, -0.5210, 0.1671, -0.3118, 0.4134, -0.0020, 0.3177, 0.3865, -0.4378, -0.7252, -0.2405, 0.2117, -0.5152, -0.2113, 0.2890, 0.4536, 0.3264, 0.3227, 0.1959, 0.3808, -1.5416, 1.1857, 1.1530, -0.7199, 0.4722, 0.2212, 0.2213, 0.4483, -0.2277, -0.2775, 0.8606, -1.6864, -1.0913, -1.2598, 1.5820, 0.0391, -0.7312, 0.1002, 0.3936, 0.3546, 0.5983, 0.5254, -0.5747, 0.1165, -2.1707, 1.2181, -0.4157, 0.0995, -0.5069, 0.5709, 0.3689, 0.5156, 0.5324, -0.8260, 0.0359, 0.6582]}